[1]
{"formula": "C4H7N3O", "method": "wB97M-V/def2-TZVPD", "symbols": ["C", "N", "C", "C", "C", "N", "O", "N", "H", "H", "H", "H", "H", "H", "H"], "xyz": [[-2.126, -0.157, 0.359], [1.049, -1.634, -0.797], [1.395, -0.521, -0.112], [0.333, 0.520, -0.150], [-0.674, -0.344, 0.131], [0.503, 1.871, -0.520], [2.567, -0.412, 0.503], [-0.072, -1.611, 0.308], [2.618, 0.467, 0.908], [1.658, -2.421, -0.576], [0.094, 2.518, 0.141], [0.167, 2.092, -1.451], [-2.385, -0.391, 1.394], [-2.438, 0.866, 0.141], [-2.689, -0.843, -0.279]], "lowdin_charge": [-0.02, 0.09, -0.38, -0.26, -0.33, 0.06, 0.15, 0.05, 0.13, 0.12, 0.07, 0.08, 0.08, 0.07, 0.08], "gap_ev": 7.78, "multiplicity": 1, "e_lumo_ha": 0.0231}



[2]
{"formula": "C4H7N3O", "method": "wB97M-V/def2-TZVPD", "symbols": ["H", "N", "C", "C", "C", "C", "N", "O", "N", "H", "H", "H", "H", "H", "H"], "xyz": [[-1.507, -2.391, -1.586], [-0.847, -1.890, -0.996], [-1.339, -1.003, -0.260], [-0.471, -0.394, 0.854], [0.976, -0.370, 0.487], [1.097, 0.551, -0.735], [0.726, 1.839, -0.458], [1.647, 0.227, -1.760], [-1.079, 0.213, 1.767], [-0.522, 0.767, 2.418], [-2.405, -0.760, -0.161], [1.282, -1.366, 0.172], [1.593, 0.004, 1.305], [0.910, 2.523, -1.176], [-0.061, 2.047, 0.130]], "lowdin_charge": [0.07, 0.14, -0.18, -0.39, -0.07, -0.55, 0.16, 0.07, 0.15, 0.06, 0.11, 0.11, 0.12, 0.11, 0.09], "gap_ev": 10.18, "smiles": "[H]/N=C/C(CC(N)=O)=N/[H]", "multiplicity": 1, "e_lumo_ha": 0.0133}



[3]
{"formula": "C4H7N3O", "method": "wB97M-V/def2-TZVPD", "symbols": ["C", "C", "C", "C", "N", "N", "N", "O", "H", "H", "H", "H", "H", "H", "H"], "xyz": [[-0.777, 0.887, -0.299], [-0.138, -1.572, 0.873], [-0.038, 1.936, 0.242], [2.063, -1.018, -0.321], [-1.801, 0.351, -0.540], [-2.647, -0.335, -1.024], [1.038, -1.483, 0.672], [-1.180, -1.930, 1.298], [-0.602, 2.261, 1.138], [0.967, 1.664, 0.581], [-0.043, 2.810, -0.385], [1.873, -1.620, -1.233], [1.643, 0.067, -0.511], [2.987, -1.072, 0.086], [-3.344, -0.946, -0.578]], "lowdin_charge": [-0.12, -0.39, -0.09, -0.03, -0.14, 0.06, 0.07, 0.11, 0.10, 0.07, 0.08, 0.09, 0.09, 0.03, 0.08], "gap_ev": 8.81, "multiplicity": 1, "e_lumo_ha": 0.0220}



[4]
{"formula": "C4H7N3O", "method": "wB97M-V/def2-TZVPD", "symbols": ["H", "N", "C", "C", "C", "N", "C", "N", "O", "H", "H", "H", "H", "H", "H"], "xyz": [[-1.699, -2.559, -0.128], [-0.818, -2.494, 0.430], [-0.290, -1.336, 0.119], [-0.819, -0.261, -0.812], [-0.049, 0.821, -0.653], [-0.157, 2.059, -1.313], [1.020, 0.619, 0.442], [0.885, -0.859, 0.626], [1.329, -1.334, 1.879], [-1.704, -0.395, -1.489], [-0.959, 2.055, -1.966], [-0.009, 2.966, -0.852], [1.969, 1.042, -0.001], [0.789, 1.108, 1.383], [0.511, -1.432, 2.335]], "lowdin_charge": [0.04, 0.10, -0.42, 0.02, -0.32, 0.08, -0.05, -0.13, 0.02, 0.12, 0.10, 0.10, 0.14, 0.12, 0.07], "gap_ev": 9.30, "smiles": "[H]/N=C1\\C=C(N)CN1O", "multiplicity": 1, "e_lumo_ha": 0.0247}



[5]
{"formula": "C4H7N3O", "method": "wB97M-V/def2-TZVPD", "symbols": ["H", "N", "C", "N", "N", "C", "C", "C", "O", "H", "H", "H", "H", "H", "H"], "xyz": [[0.758, 2.462, 0.929], [1.319, 1.638, 1.174], [0.799, 0.598, 0.636], [1.148, -0.707, 0.784], [0.121, -1.532, 0.075], [-0.808, -2.066, 0.779], [-0.517, 0.629, -0.263], [-0.190, 0.826, -1.725], [-1.577, 0.998, 0.238], [1.892, -0.933, 1.434], [-1.696, -2.510, 0.313], [-0.891, -2.024, 1.873], [-1.098, 0.663, -2.311], [0.569, 0.113, -2.049], [0.170, 1.844, -1.886]], "lowdin_charge": [0.05, 0.12, -0.42, 0.04, 0.00, 0.01, -0.42, -0.02, 0.06, 0.14, 0.09, 0.09, 0.09, 0.08, 0.09], "gap_ev": 9.03, "smiles": "[H]/N=C(/NN=C)C(C)=O", "multiplicity": 1, "e_lumo_ha": -0.0024}



[6]
{"formula": "C4H7N3O2S", "method": "wB97M-V/def2-TZVPD", "symbols": ["C", "C", "C", "C", "N", "N", "N", "O", "O", "S", "H", "H", "H", "H", "H", "H", "H"], "xyz": [[0.607, -1.475, -0.568], [0.544, -0.059, -1.116], [-1.470, -1.031, 0.447], [0.261, 2.258, -0.645], [-0.483, -1.921, 0.152], [0.216, 0.884, -0.176], [-0.507, 0.575, 0.995], [1.587, -2.263, -0.638], [0.990, 0.292, -2.213], [0.359, 0.231, 2.414], [-1.947, -0.751, -0.453], [-2.200, -1.212, 1.215], [1.217, 2.272, -1.166], [-0.705, 2.678, -1.080], [0.509, 2.917, 0.274], [-0.354, -2.771, 0.692], [1.377, -0.624, 1.867]], "lowdin_charge": [-0.34, -0.37, -0.05, -0.04, 0.03, -0.21, -0.45, 0.07, 0.08, 0.71, 0.10, 0.10, 0.09, 0.12, 0.11, 0.16, -0.09], "gap_ev": 8.83, "multiplicity": 1, "e_lumo_ha": -0.0109}



[7]
{"formula": "C4H7N3O2S2", "method": "wB97M-V/def2-TZVPD", "symbols": ["C", "C", "C", "C", "N", "N", "N", "O", "O", "S", "S", "H", "H", "H", "H", "H", "H", "H"], "xyz": [[1.205, 1.912, -0.196], [2.097, 0.928, -0.002], [-0.823, 1.243, 0.855], [-2.617, -0.107, 1.828], [-0.098, 1.931, 0.156], [1.263, -1.441, -2.304], [-1.683, 0.942, 1.629], [0.383, -1.146, 0.167], [-1.013, -2.152, -1.597], [1.799, -0.596, 0.831], [0.341, -2.272, -1.157], [1.505, 2.796, -0.748], [3.117, 1.052, -0.324], [-3.200, -0.292, 0.922], [-2.100, -1.029, 2.103], [-3.282, 0.191, 2.637], [2.246, -1.354, -2.101], [0.859, -0.605, -2.700]], "lowdin_charge": [-0.23, -0.43, -0.23, -0.10, 0.11, -0.17, 0.08, -0.82, -0.43, 0.88, 0.85, 0.11, 0.05, 0.09, 0.08, 0.08, 0.04, 0.06], "gap_ev": 8.48, "multiplicity": 1, "e_lumo_ha": 0.0069}



[8]
{"formula": "C4H7N3O3S", "method": "wB97M-V/def2-TZVPD", "symbols": ["C", "C", "C", "C", "N", "N", "N", "O", "O", "O", "S", "H", "H", "H", "H", "H", "H", "H"], "xyz": [[-0.067, -1.869, 0.033], [-0.542, 0.506, -0.103], [-2.334, -1.169, -0.156], [0.889, 2.336, 0.064], [1.591, -1.109, 0.604], [-0.901, -0.920, -0.300], [0.679, 0.973, -0.181], [-0.114, -3.048, 0.129], [-1.497, 1.211, 0.214], [3.141, 0.714, -0.165], [2.088, -0.118, -0.601], [-2.548, -2.127, 0.410], [-2.719, -0.082, 0.042], [-2.813, -1.402, -1.112], [0.991, 2.893, -0.887], [-0.061, 2.592, 0.664], [1.960, 2.445, 0.575], [2.257, -1.827, 0.767]], "lowdin_charge": [-0.35, -0.48, -0.01, -0.09, -0.17, 0.01, -0.22, 0.15, 0.03, -0.44, 0.88, 0.12, 0.12, 0.08, 0.09, 0.12, 0.12, 0.03], "gap_ev": 10.24, "multiplicity": 1, "e_lumo_ha": 0.0159}



Record order is preserved below.
M: 113.12 113.12 113.12 113.12 113.12 161.19 193.25 177.19 Da
Record order is preserved below.
Relative energy (zero: lowest compared OMol25 entry of this formula, charge and spin): 4.706 1.034 4.684 2.812 3.484 2.948 1.235 2.358 eV
Record order is preserved below.
Energy: -395.9755 -396.1104 -395.9763 -396.0451 -396.0204 -869.4412 -1267.6489 -944.7062 Eh